Record 1
Formula: C31H27ClN4PdS3Te
Source: the OMol25 dataset
Level of theory: the ωB97M-V functional and the def2-TZVPD basis

```
68
Properties=species:S:1:pos:R:3:lowdin_charge:R:1
Pd -0.225 0.115 0.121 0.131
S 0.476 -1.971 0.986 0.630
C 2.215 -1.961 0.754 -0.645
C 2.921 -3.115 1.093 -0.060
C 4.301 -3.176 0.971 -0.192
C 4.992 -4.383 1.349 -0.177
N 5.514 -5.357 1.666 0.164
C 4.997 -2.054 0.502 -0.193
C 4.294 -0.909 0.168 -0.063
C 2.905 -0.846 0.286 -0.680
S 2.088 0.638 -0.133 0.606
C 6.431 -2.085 0.361 -0.176
N 7.575 -2.106 0.251 0.165
H 2.377 -3.978 1.456 0.118
H 4.832 -0.041 -0.192 0.116
C -6.310 -2.318 5.307 -0.049
C -5.427 -1.943 4.144 -0.269
C -5.743 -0.878 3.314 -0.023
C -4.951 -0.533 2.219 -0.329
C -5.378 0.649 1.381 -0.113
C -3.800 -1.292 1.944 -0.507
Te -2.699 -0.816 0.183 1.018
C -3.467 -2.379 2.768 -0.322
C -2.275 -3.253 2.502 -0.105
C -4.283 -2.676 3.856 -0.025
H -7.054 -1.545 5.502 0.073
H -5.723 -2.469 6.214 0.079
H -6.839 -3.251 5.101 0.083
H -6.633 -0.292 3.520 0.112
H -6.265 1.118 1.809 0.073
H -5.609 0.343 0.358 0.058
H -4.582 1.393 1.320 0.054
H -1.350 -2.681 2.536 -0.014
H -2.335 -3.697 1.506 0.064
H -2.206 -4.052 3.241 0.081
H -4.016 -3.513 4.494 0.120
S -0.827 2.232 -0.898 0.628
C -1.845 1.666 -2.163 -0.735
N -1.266 1.184 -3.280 0.058
C -1.935 0.741 -4.358 -0.058
C -3.299 0.780 -4.374 -0.042
C -3.962 1.268 -3.244 -0.030
C -3.247 1.699 -2.150 -0.123
H -0.253 1.117 -3.243 0.138
H -1.337 0.371 -5.178 0.137
H -3.843 0.433 -5.240 0.114
H -5.044 1.300 -3.231 0.122
H -3.733 2.077 -1.266 0.097
Cl 0.076 -2.039 6.729 0.688
C -0.024 -1.016 5.340 -0.655
C -1.270 -0.591 4.902 -0.091
C -1.346 0.212 3.781 -0.030
C -0.191 0.603 3.102 -0.325
C -0.280 1.451 1.937 -0.108
C 1.051 0.168 3.571 -0.047
C 1.142 -0.643 4.682 -0.086
H -2.166 -0.904 5.421 0.109
H -2.313 0.542 3.420 0.115
H 0.605 1.994 1.637 0.025
H -1.232 1.912 1.722 0.029
H 1.948 0.454 3.032 0.117
H 2.100 -1.001 5.032 0.112
C -1.486 -3.271 -2.767 -0.053
C -0.677 -2.101 -2.447 -0.294
N -0.011 -1.205 -2.178 0.129
H -1.434 -3.975 -1.937 0.090
H -1.117 -3.746 -3.674 0.087
H -2.523 -2.969 -2.904 0.077
```

Relative energy (zero: lowest compared OMol25 entry of this formula, charge and spin) ... 13.28 kcal/mol
Calculated total energy ... -3467.1797 Eh
Max |F| ... 0.0303 Eh/bohr
E_LUMO ... -1.744 eV

Record 2
Formula: C31H27N3O2PPt
Source: the OMol25 dataset
Level of theory: the ωB97M-V functional and the def2-TZVPD basis

```
65
Properties=species:S:1:pos:R:3:mulliken_spin:R:1
Pt 0.481 0.619 0.681 1.129
C 1.641 0.844 -3.808 0.011
C 0.955 1.138 -2.508 0.027
O 1.427 0.579 -1.481 0.084
C -0.191 1.984 -2.529 0.200
C -0.824 2.577 -1.455 -0.082
C -2.022 3.448 -1.668 0.024
N -0.326 2.453 -0.198 0.318
N -0.654 3.393 0.656 0.324
C -0.009 3.249 1.856 -0.006
O 0.926 2.433 2.045 0.253
C -0.483 4.111 2.955 0.018
C -1.477 5.068 2.751 0.030
C -1.987 5.770 3.831 -0.011
C -1.504 5.529 5.111 0.022
C -0.495 4.595 5.314 -0.006
C 0.018 3.891 4.237 0.015
H 2.080 -0.154 -3.786 0.004
H 2.456 1.561 -3.937 0.007
H 0.967 0.944 -4.657 -0.002
H -0.580 2.245 -3.504 0.014
H -2.376 3.378 -2.693 -0.002
H -1.774 4.485 -1.439 -0.002
H -2.816 3.149 -0.983 -0.003
H -1.839 5.253 1.750 0.004
H -2.768 6.503 3.677 0.000
H -1.910 6.076 5.952 0.001
H -0.116 4.415 6.311 0.000
H 0.809 3.165 4.373 0.001
C 2.805 -5.207 -3.318 0.044
C 1.423 -5.276 -3.196 -0.016
C 0.729 -4.265 -2.550 0.055
C 1.434 -3.189 -2.007 0.157
C 2.825 -3.121 -2.130 0.057
C 3.507 -4.131 -2.785 -0.020
P 0.659 -1.883 -1.058 0.585
C -1.097 -1.905 -1.306 0.045
C -1.972 -1.741 -0.227 0.048
C -3.321 -1.534 -0.462 -0.027
C -3.799 -1.475 -1.765 0.073
C -2.934 -1.655 -2.843 -0.026
C -1.586 -1.860 -2.619 0.083
C 1.211 -2.129 0.636 -0.010
C 1.401 -3.426 1.131 0.034
C 1.952 -3.579 2.387 0.003
C 2.334 -2.459 3.124 0.014
C 2.123 -1.177 2.639 0.031
C 1.532 -0.982 1.392 0.148
H 3.338 -5.996 -3.831 0.002
H 0.886 -6.123 -3.602 0.000
H -0.347 -4.326 -2.444 0.005
H 3.363 -2.280 -1.705 0.010
H 4.584 -4.083 -2.881 0.000
H -1.595 -1.790 0.787 0.014
H -4.000 -1.410 0.371 -0.002
H -4.849 -1.281 -1.945 0.003
H -3.317 -1.621 -3.854 -0.001
H -0.908 -1.981 -3.457 0.001
H 1.122 -4.291 0.541 0.002
H 2.099 -4.573 2.789 0.002
H 2.794 -2.593 4.096 0.001
H 2.420 -0.321 3.235 0.006
N -0.949 0.300 3.402 0.013
C -0.832 0.381 2.245 0.276
H -0.642 0.282 4.356 0.021
```

Relative energy (zero: lowest compared OMol25 entry of this formula, charge and spin) ... 22.26 kcal/mol
Calculated total energy ... -1972.5202 Eh
Spin multiplicity ... 5
Max |F| ... 0.0270 Eh/bohr
E_LUMO (spin up / spin down) ... -2.566 / -5.338 eV
Charge ... +1

Record 3
Formula: C31H27N4O6PSW
Source: the OMol25 dataset
Level of theory: the ωB97M-V functional and the def2-TZVPD basis

```
71
Properties=species:S:1:pos:R:3:lowdin_charge:R:1
W -1.432 -0.290 -0.975 1.569
C 1.386 -2.103 -3.944 -0.030
C 0.592 -1.942 -2.686 -0.274
N -0.313 -0.887 -2.584 -0.170
N -0.722 -0.426 -3.841 -0.034
C -2.008 -0.261 -4.100 -0.809
N -2.355 0.278 -5.284 0.123
S -3.144 -0.739 -2.949 0.812
C 0.650 -2.806 -1.643 -0.178
C 1.288 -4.105 -1.656 -0.017
C 1.002 -5.026 -0.722 -0.070
C 0.080 -4.719 0.345 -0.053
C -0.383 -3.471 0.460 -0.056
N -0.042 -2.478 -0.460 -0.065
H 0.751 -2.329 -4.803 0.087
H 2.108 -2.908 -3.853 0.067
H 1.958 -1.197 -4.173 0.083
H -0.010 -0.056 -4.452 0.153
H -1.672 0.763 -5.841 0.112
H -3.305 0.600 -5.364 0.102
H 1.950 -4.350 -2.473 0.101
H 1.455 -6.008 -0.776 0.104
H -0.214 -5.467 1.067 0.105
H -1.028 -3.139 1.260 0.131
O -1.433 3.611 -2.630 0.093
C -1.435 2.753 -1.785 -0.650
O -1.394 1.462 -2.080 -0.292
C -1.464 3.028 -0.304 -0.191
P -0.652 1.621 0.505 1.064
C -1.199 1.757 2.223 -0.326
C -1.934 0.728 2.804 -0.096
C -2.436 0.863 4.089 -0.054
C -2.204 2.031 4.801 -0.070
C -1.486 3.069 4.223 -0.070
C -0.992 2.939 2.933 -0.090
C 1.117 2.068 0.385 -0.315
C 1.690 2.098 -0.890 -0.082
C 3.017 2.458 -1.055 -0.071
C 3.797 2.777 0.048 -0.079
C 3.242 2.727 1.318 -0.074
C 1.909 2.376 1.487 -0.085
H -2.505 3.033 0.021 0.112
H -0.992 3.979 -0.072 0.110
H -2.129 -0.175 2.239 0.096
H -3.019 0.063 4.526 0.113
H -2.595 2.139 5.805 0.107
H -1.322 3.989 4.770 0.106
H -0.454 3.764 2.480 0.110
H 1.100 1.832 -1.759 0.099
H 3.444 2.488 -2.050 0.106
H 4.837 3.052 -0.081 0.105
H 3.847 2.956 2.186 0.109
H 1.498 2.322 2.487 0.100
O -5.130 0.412 0.681 0.145
C -4.112 -0.057 0.272 -0.527
O -3.035 0.642 -0.087 -0.285
C -3.844 -1.575 0.139 -0.547
O -4.651 -2.413 0.420 0.133
O -2.613 -1.806 -0.285 -0.256
C 0.022 -1.134 0.041 -0.307
C 1.172 -0.935 0.964 -0.247
C 2.476 -0.919 0.461 -0.032
C 3.556 -0.785 1.317 -0.074
C 3.359 -0.685 2.692 -0.088
C 2.072 -0.728 3.201 -0.071
C 0.987 -0.852 2.339 -0.049
H 2.637 -0.991 -0.609 0.117
H 4.560 -0.752 0.910 0.107
H 4.207 -0.583 3.357 0.103
H 1.903 -0.669 4.269 0.106
H -0.012 -0.911 2.744 0.095
```

Relative energy (zero: lowest compared OMol25 entry of this formula, charge and spin) ... 8.81 kcal/mol
Calculated total energy ... -2674.6833 Eh
Max |F| ... 0.0118 Eh/bohr
E_LUMO ... -0.372 eV